Molecular formula: C38H66O5P2S4Si4Zr
Method: DFT, ωB97M-V/def2-TZVPD

Calculated values
LUMO energy (spin up / spin down) = 2.12 / 1.70 eV
Expectation value of S² = 0.757
Gap between HOMO and LUMO (spin up / spin down) = 6.672 / 7.064 eV

```
! RIJCOSX wB97M-V def2-TZVPD def2/J DEFGRID3
* xyz -1 2
Zr -0.20850 0.23914 0.02021
C -2.17031 -0.91937 -5.93055
C -2.30868 0.14470 -4.85394
O -2.55320 -0.40463 -3.56026
P -1.38132 -0.95985 -2.52426
S -0.84480 -2.14174 -0.42616
S 0.12795 0.39230 -2.61612
O -0.74951 -2.17039 -3.44287
C -1.46747 -3.40063 -3.58865
C -0.68934 -4.58499 -3.04055
H -2.13500 -0.44204 -6.91170
H -3.02146 -1.60178 -5.90027
H -1.25265 -1.48675 -5.78381
H -3.16540 0.78814 -5.06023
H -1.41076 0.76781 -4.82420
H -1.63288 -3.54024 -4.66004
H -2.44664 -3.32625 -3.10244
H 0.23773 -4.71861 -3.59959
H -1.29355 -5.48962 -3.13531
H -0.44508 -4.42224 -1.99474
C 1.06135 -2.74137 2.16599
O 0.44773 -1.45956 2.03963
Si -1.02980 -1.18231 2.81495
C -0.51670 -1.03780 4.63724
C -2.10181 -2.74590 2.82001
C -1.60544 0.29152 1.84738
Si -1.33768 1.90800 2.77568
C -2.32436 3.37675 2.11368
C 0.54408 2.13798 2.87890
C -1.89783 1.93935 4.60339
Si -3.28274 0.14774 0.97960
C -3.95130 -1.43593 0.14809
C -4.65413 0.45078 2.26853
C -3.17194 1.39464 -0.46843
H 1.18600 -3.00363 3.22163
H 2.03340 -2.72491 1.69010
H 0.44848 -3.49960 1.67122
H -0.05518 -1.97246 4.96460
H -1.37362 -0.84776 5.28688
H 0.21006 -0.23692 4.79066
H -1.69340 -3.48473 3.51266
H -2.14608 -3.20194 1.83182
H -3.12168 -2.51243 3.13498
H -2.12425 3.61189 1.07431
H -2.11699 4.27385 2.70116
H -3.39460 3.16827 2.20080
H 0.97209 2.49093 1.94144
H 1.01166 1.17916 3.10905
H 0.83485 2.84106 3.66342
H -2.91021 1.54114 4.71800
H -1.90164 2.96771 4.97098
H -1.23785 1.35564 5.24555
H -3.43991 -2.33259 0.48816
H -3.81695 -1.38135 -0.93241
H -5.01828 -1.56041 0.35206
H -4.62926 -0.37422 2.98686
H -5.64803 0.46756 1.81597
H -4.51627 1.37876 2.82750
H -2.12247 1.50109 -0.80189
H -3.51117 2.40089 -0.22394
H -3.73940 1.05690 -1.33617
C 5.05672 1.21673 3.93638
C 5.34537 1.80939 2.71666
C 4.60796 1.47890 1.58712
C 3.56782 0.54920 1.63592
C 3.29720 -0.03403 2.87873
C 4.02692 0.28962 4.01288
Si 2.51988 0.07291 0.07908
C 3.53010 0.92174 -1.33555
C 4.34417 0.22790 -2.23216
C 5.09277 0.89107 -3.19562
C 5.05332 2.27402 -3.28634
C 4.24825 2.98676 -2.40957
C 3.49343 2.31483 -1.45974
C 3.12606 -1.73103 -0.25586
C 4.23858 -2.27841 0.38534
C 4.74811 -3.51756 0.02099
C 4.15043 -4.23930 -1.00186
C 3.03989 -3.71611 -1.64993
C 2.53512 -2.47760 -1.28014
H 5.63241 1.47249 4.81786
H 6.14876 2.53258 2.63874
H 4.85727 1.94365 0.64262
H 2.50298 -0.76669 2.96116
H 3.79033 -0.17770 4.96212
H 4.40227 -0.85154 -2.17950
H 5.71471 0.32229 -3.87722
H 5.63844 2.78694 -4.04043
H 4.20939 4.06911 -2.46762
H 2.85817 2.88179 -0.78764
H 4.71649 -1.71781 1.18159
H 5.62032 -3.91208 0.52946
H 4.56200 -5.19470 -1.30588
H 2.57232 -4.27203 -2.45377
H 1.68064 -2.07721 -1.81208
C 1.07154 5.82918 1.49577
C -0.23966 6.48361 1.08293
C -0.03525 7.87454 0.49594
O -1.03303 5.68572 0.19303
P -0.62109 4.77739 -1.06680
S -2.17752 4.67602 -2.23934
S 0.25587 3.05258 -0.47942
O 0.58161 5.68875 -1.65579
C 1.61508 5.19616 -2.51907
C 2.65641 6.30143 -2.59731
C 1.07862 4.81925 -3.89080
H 1.53608 6.42065 2.28686
H 1.75790 5.77394 0.65111
H 0.88388 4.82142 1.86071
H -0.87240 6.57224 1.97127
H 0.54505 7.80487 -0.42174
H 0.49492 8.50285 1.21443
H -0.99985 8.32919 0.26878
H 2.05250 4.30675 -2.05691
H 2.21956 7.18077 -3.07410
H 3.51124 5.96385 -3.18528
H 3.00168 6.57699 -1.59997
H 0.68529 5.70104 -4.40008
H 0.27302 4.09255 -3.79204
H 1.88181 4.37962 -4.48524
*
```

---

Molecular formula: C38H67B2FNO11P
Method: DFT, ωB97M-V/def2-TZVPD

Calculated values
LUMO energy = -0.85 eV
SMILES = CCB(O)c1c(CN)c([C@H](F)CC)c2c(c1B(O)CC)C(=O)c1cccc(P(=O)(O)O)c1C2=O.CCOCC.CCOCC.CCOCC.CCOCC
Gap between HOMO and LUMO = 8.098 eV

```
! RIJCOSX wB97M-V def2-TZVPD def2/J DEFGRID3
* xyz 0 1
C 3.31480 2.22906 -0.27322
C 3.76291 1.65006 -1.62634
B 2.62648 1.36352 -2.67777
O 2.92769 0.71160 -3.85858
C 1.12114 1.77071 -2.37815
C 0.69074 3.09973 -2.54428
C 1.72761 4.07294 -3.04789
N 2.09727 3.78044 -4.43484
C -0.63015 3.46862 -2.24345
C -1.12279 4.88273 -2.46013
F -0.67378 5.34034 -3.71272
C -0.71069 5.84925 -1.35976
C -1.23643 7.26499 -1.64498
C -1.48991 2.48684 -1.75036
C -1.05769 1.16282 -1.58103
C 0.24849 0.78998 -1.89275
B 0.73609 -0.70306 -1.69701
O 1.22470 -1.04579 -0.46602
C 0.72309 -1.75660 -2.86648
C -0.70815 -2.18625 -3.25587
C -2.03140 0.15606 -1.08315
O -1.70901 -0.84009 -0.46668
C -3.46780 0.42102 -1.39275
C -4.36805 -0.63015 -1.49106
C -5.69774 -0.35554 -1.74640
C -6.12840 0.95734 -1.92021
C -5.23175 2.01421 -1.82059
P -5.82969 3.69067 -2.13253
O -5.09030 4.37032 -3.19682
O -7.38051 3.47302 -2.46322
O -5.91810 4.50028 -0.75715
C -3.89522 1.73349 -1.53538
C -2.88201 2.80356 -1.34339
O -3.20312 3.85353 -0.81760
H 2.34823 1.85531 0.05806
H 4.03353 1.97574 0.50821
H 3.30602 3.31819 -0.31093
H 4.35565 0.74155 -1.47330
H 4.44560 2.36035 -2.10528
H 3.42021 -0.09742 -3.68236
H 2.61248 3.97088 -2.41001
H 1.40806 5.10385 -2.94021
H 2.20408 4.61919 -4.98268
H 1.44378 3.15679 -4.88335
H -2.21015 4.90465 -2.51563
H -1.19844 5.46999 -0.46256
H 0.37087 5.84601 -1.23910
H -0.46608 7.89156 -2.08943
H -2.05474 7.22146 -2.36510
H -1.62578 7.73513 -0.74538
H 1.21517 -2.00435 -0.37147
H 1.22132 -1.39180 -3.76689
H 1.26779 -2.65523 -2.55454
H -0.67256 -2.78890 -4.16455
H -1.15155 -2.82050 -2.48869
H -1.35157 -1.32970 -3.45834
H -4.03652 -1.64886 -1.34715
H -6.41845 -1.15872 -1.81296
H -7.16784 1.15085 -2.13412
H -7.93109 3.91864 -1.80929
H -5.42326 4.06601 -0.05060
C -3.89822 -0.41532 2.72726
C -4.53506 0.82193 2.12158
O -5.94776 0.76239 2.01199
C -6.65944 0.60818 3.22665
C -6.43423 1.72843 4.22765
H -4.16637 -1.30162 2.15056
H -2.81271 -0.31479 2.72380
H -4.21630 -0.57756 3.75837
H -4.18155 0.94574 1.09866
H -4.23116 1.72178 2.66993
H -6.43444 -0.36266 3.68261
H -7.71012 0.58304 2.93669
H -5.39564 1.78387 4.55552
H -7.05255 1.56679 5.11113
H -6.69965 2.69177 3.78957
C 0.96671 -6.52143 -1.17093
C 1.63060 -6.22027 -2.50269
O 2.77776 -5.39505 -2.40008
C 3.84191 -5.89723 -1.61131
C 4.40894 -7.21932 -2.09818
H 0.68982 -5.59377 -0.66600
H 0.06703 -7.11806 -1.32158
H 1.62517 -7.07644 -0.50096
H 0.94026 -5.66959 -3.14287
H 1.87093 -7.15097 -3.02900
H 3.53760 -5.97676 -0.56072
H 4.61376 -5.12874 -1.65820
H 3.67210 -8.02217 -2.05711
H 5.25363 -7.51279 -1.47403
H 4.75249 -7.13056 -3.12961
C 5.60012 4.09276 2.76010
C 4.84346 5.28099 2.19103
O 3.43576 5.13718 2.21160
C 2.84267 4.95863 3.48419
C 3.08822 6.10326 4.45256
H 5.33384 3.18013 2.22582
H 6.67418 4.25420 2.66299
H 5.38274 3.93587 3.81750
H 5.09864 5.40582 1.13820
H 5.14464 6.20417 2.69978
H 3.16131 4.00778 3.92706
H 1.77432 4.87037 3.28630
H 4.14633 6.22228 4.68896
H 2.55854 5.91836 5.38768
H 2.73106 7.04345 4.03035
C 1.57305 -9.15516 4.84414
C 2.08720 -9.18390 3.41496
O 1.66745 -8.08638 2.62439
C 2.05862 -6.80477 3.08372
C 3.56344 -6.61768 3.18389
H 0.48335 -9.11146 4.85673
H 1.89275 -10.05368 5.37253
H 1.94800 -8.29391 5.39856
H 1.69635 -10.06408 2.90434
H 3.17960 -9.27218 3.40363
H 1.57793 -6.57663 4.04154
H 1.65734 -6.10114 2.35358
H 4.01503 -7.29386 3.91048
H 3.79194 -5.59736 3.49352
H 4.03555 -6.80225 2.21740
*
```